C16H19BrN11Pd | the ωB97M-V functional and the def2-TZVPD basis

Output
2S+1: 1
Electronic energy: -106801.5366 eV
Relative energy (zero: lowest compared OMol25 entry of this formula, charge and spin): 3.0112 eV
Total charge: +1
HOMO (alpha / beta): -11.6 / -11.5 eV
Max |F|: 0.0724 Eh/bohr
LUMO level (alpha / beta): -6.86 / -7.00 eV

Last column: natural (NBO) charge in e.
Positions of all 48 atoms, in Å:
Pd 0.06 -0.07 0.52  1.079
Br -0.99 1.69 2.28  0.146
C -1.69 2.91 0.96  -0.053
C -2.34 4.04 1.39  -0.213
C -2.86 4.94 0.45  -0.193
C -2.71 4.68 -0.89  -0.132
C -2.05 3.53 -1.34  -0.070
C -1.90 3.27 -2.71  -0.137
C -1.27 2.14 -3.16  -0.179
C -0.75 1.22 -2.24  -0.254
C -0.85 1.42 -0.87  0.085
C -1.51 2.59 -0.40  -0.091
H -2.45 4.24 2.45  0.244
H -3.37 5.83 0.79  0.243
H -3.11 5.37 -1.62  0.238
H -2.30 3.98 -3.42  0.236
H -1.16 1.95 -4.22  0.246
H -0.27 0.35 -2.65  0.239
N 1.86 -0.22 2.06  -0.800
C 2.83 -1.30 1.86  -0.237
C 2.16 -2.57 1.34  -0.413
C 1.25 -3.28 2.36  -0.425
C -0.23 -3.14 2.03  -0.225
N -0.69 -1.75 2.05  -0.816
H 2.34 0.68 2.02  0.422
H 1.43 -0.30 2.98  0.382
H 3.35 -1.53 2.80  0.211
H 3.58 -0.97 1.14  0.236
H 2.94 -3.25 1.01  0.242
H 1.56 -2.31 0.46  0.202
H 1.44 -2.91 3.36  0.194
H 1.48 -4.35 2.36  0.245
H -0.81 -3.74 2.75  0.215
H -0.42 -3.56 1.04  0.222
H -0.64 -1.40 3.00  0.380
H -1.67 -1.74 1.76  0.423
N 1.14 -1.94 -2.43  -0.582
C 1.94 -0.93 -2.00  0.426
N 3.05 -0.50 -2.59  -0.298
N 3.49 0.47 -1.84  -0.035
N 2.74 0.65 -0.81  -0.145
N 1.74 -0.20 -0.88  -0.329
C -0.12 -2.16 -1.97  0.436
N -1.07 -2.88 -2.57  -0.302
N -2.10 -2.79 -1.79  -0.025
N -1.87 -2.09 -0.74  -0.159
N -0.62 -1.65 -0.82  -0.336
H 1.43 -2.45 -3.26  0.456